{
  "formula": "C53H48N8O6PRu",
  "method": "wB97M-V/def2-TZVPD",
  "species": ["Ru", "C", "N", "C", "N", "C", "C", "C", "C", "C", "C", "C", "C", "C", "C", "C", "C", "C", "C", "P", "C", "N", "C", "C", "N", "C", "C", "C", "C", "C", "C", "C", "C", "C", "C", "C", "C", "C", "C", "N", "C", "C", "N", "C", "C", "C", "C", "C", "C", "C", "C", "C", "C", "C", "C", "C", "H", "H", "H", "H", "H", "H", "H", "H", "H", "H", "H", "H", "H", "H", "H", "H", "H", "H", "H", "H", "H", "H", "H", "H", "H", "H", "H", "H", "H", "H", "H", "H", "H", "H", "H", "H", "H", "H", "H", "O", "N", "O", "O", "O", "O", "C", "O", "C", "N", "C", "C", "C", "H", "H", "H", "H", "H", "H", "H", "H", "H"],
  "xyz": [[-0.0484, 0.0102, 0.0800], [0.2971, -4.4165, -2.9890], [-0.0353, -3.6957, -1.7722], [0.2061, -2.3789, -1.5318], [-0.3318, -2.0328, -0.3704], [-0.8385, -3.1697, 0.1952], [-0.6728, -4.2314, -0.6738], [-1.0924, -5.6322, -0.5810], [-0.1460, -6.6553, -0.5192], [-0.5516, -7.9796, -0.4156], [-1.9052, -8.2898, -0.3693], [-2.8530, -7.2752, -0.4252], [-2.4483, -5.9509, -0.5311], [-1.4617, -3.1734, 1.5280], [-1.4042, -4.2879, 2.3662], [-1.9827, -4.2586, 3.6287], [-2.6180, -3.1104, 4.0791], [-2.6670, -1.9874, 3.2655], [-2.0898, -2.0182, 2.0032], [1.1408, -1.2613, -2.6476], [-0.0418, 0.1385, -2.8352], [-0.6118, 0.7826, -1.8374], [-1.3073, 1.8518, -2.3897], [-1.2143, 1.8042, -3.7598], [-0.4351, 0.6857, -4.0235], [-0.1088, 0.1760, -5.3448], [-1.8013, 2.6506, -4.8024], [-3.1850, 2.7053, -4.9613], [-3.7462, 3.5169, -5.9388], [-2.9285, 4.2791, -6.7638], [-1.5482, 4.2325, -6.6090], [-0.9863, 3.4228, -5.6307], [-2.0115, 2.8411, -1.5209], [-2.5123, 2.3744, -0.2244], [-3.1680, 3.2880, 0.6615], [-3.3637, 4.7703, 0.2333], [-2.8542, 5.1749, -1.0124], [-2.1900, 4.2452, -1.8709], [2.3349, -0.5225, -1.4715], [2.0297, 0.0220, -0.2995], [3.2190, 0.4062, 0.2853], [4.2643, 0.1099, -0.5649], [3.6729, -0.4477, -1.6799], [4.3690, -0.8552, -2.8902], [5.7054, 0.3549, -0.4477], [6.1913, 1.6603, -0.3956], [7.5539, 1.8965, -0.2696], [8.4406, 0.8296, -0.1951], [7.9639, -0.4745, -0.2427], [6.6010, -0.7116, -0.3666], [3.2934, 1.0540, 1.6060], [4.3757, 0.8585, 2.4627], [4.4148, 1.4717, 3.7102], [3.3677, 2.2813, 4.1218], [2.2752, 2.4732, 3.2854], [2.2374, 1.8617, 2.0415], [0.1899, -3.7558, -3.8478], [1.3235, -4.7774, -2.9125], [-0.3867, -5.2526, -3.1225], [0.9133, -6.4210, -0.5308], [0.1878, -8.7695, -0.3594], [-2.2224, -9.3222, -0.2800], [-3.9088, -7.5134, -0.3778], [-3.1936, -5.1629, -0.5620], [-0.8860, -5.1876, 2.0563], [-1.9244, -5.1321, 4.2670], [-3.0606, -3.0851, 5.0680], [-3.1433, -1.0789, 3.6154], [-2.1140, -1.1312, 1.3870], [-0.8742, 0.4769, -6.0577], [0.8621, 0.5733, -5.6443], [-0.0825, -0.9123, -5.3201], [-3.8306, 2.1215, -4.3137], [-4.8230, 3.5598, -6.0505], [-3.3680, 4.9165, -7.5219], [-0.9108, 4.8358, -7.2443], [0.0910, 3.4101, -5.5027], [-2.3791, 1.3511, 0.0618], [-3.5250, 2.9368, 1.6055], [-3.8567, 5.4694, 0.8895], [-2.9512, 6.2082, -1.3197], [-1.7896, 4.6226, -2.8019], [5.3087, -0.3136, -2.9794], [4.5570, -1.9281, -2.8407], [3.7601, -0.6157, -3.7603], [5.5041, 2.4985, -0.4407], [7.9219, 2.9143, -0.2209], [9.5030, 1.0153, -0.0900], [8.6538, -1.3068, -0.1720], [6.2359, -1.7331, -0.3801], [5.1938, 0.2068, 2.1800], [5.2616, 1.3054, 4.3648], [3.3946, 2.7527, 5.0973], [1.4425, 3.0922, 3.6038], [1.3739, 2.0041, 1.4058], [-4.0838, -0.1154, -0.9912], [-3.1296, -0.8914, -1.0808], [-3.2670, -2.0074, -1.5905], [-1.9850, -0.5425, -0.6502], [0.7284, -0.0611, 1.6367], [-0.3889, 2.9070, -0.7465], [-1.0249, 2.5911, 0.3554], [-1.1394, 1.4351, 1.0351], [-1.7823, 3.7786, 1.0902], [-2.4127, 3.2578, 2.5128], [-1.8594, 4.0859, 3.6094], [-1.4483, 5.3876, 2.8917], [-0.8711, 4.9115, 1.5370], [-2.6931, 4.1614, 0.4278], [-2.0459, 2.2728, 2.5125], [-3.4990, 3.1895, 2.4475], [-0.9996, 3.5565, 4.0249], [-2.6244, 4.2253, 4.3727], [-0.7219, 5.9561, 3.4728], [-2.3220, 6.0217, 2.7218], [0.1533, 4.5576, 1.6757], [-0.8482, 5.7163, 0.8003]],
  "atomic_forces_ev_per_a": [[1.767, 1.328, 2.994], [0.160, -0.009, -0.027], [0.049, -0.109, 0.016], [-0.285, 0.123, -0.175], [2.027, -2.399, 0.005], [-0.241, -0.048, 0.344], [0.195, 1.050, -0.247], [-0.086, -0.295, -0.043], [-0.018, -0.105, -0.025], [-0.036, 0.035, 0.002], [-0.018, 0.024, 0.015], [0.121, 0.018, 0.028], [-0.161, -0.012, 0.040], [-0.071, 0.254, 0.292], [0.011, -0.105, 0.046], [0.022, 0.066, -0.108], [-0.055, 0.043, 0.088], [0.168, -0.132, -0.133], [0.004, -0.025, 0.160], [-0.291, -0.227, -0.334], [-0.549, 0.117, -0.164], [0.981, 0.969, -2.275], [-1.521, -0.608, -0.593], [0.253, -0.921, 0.781], [0.210, 0.083, -0.118], [0.200, 0.056, 0.002], [-0.120, 0.148, -0.223], [-0.124, 0.041, 0.003], [0.094, 0.034, 0.022], [-0.014, -0.008, 0.037], [-0.032, -0.028, 0.040], [-0.005, 0.045, -0.095], [1.039, 1.731, -1.346], [-0.415, -1.563, -3.911], [-3.837, -4.036, -3.857], [-12.524, 9.837, -6.076], [-0.359, -2.644, -1.268], [-1.197, 0.229, 0.277], [0.158, 0.412, -0.182], [1.624, -0.074, -1.733], [-0.123, 0.155, 0.396], [-1.010, 0.022, -0.159], [0.032, -0.193, -0.082], [0.008, -0.209, -0.049], [0.287, 0.018, -0.023], [0.070, 0.093, 0.017], [-0.045, -0.083, 0.026], [-0.016, 0.015, 0.019], [-0.036, 0.044, -0.003], [0.093, 0.007, -0.016], [-0.198, 0.195, 0.288], [0.023, -0.031, 0.002], [-0.056, 0.011, -0.058], [-0.019, 0.021, 0.107], [0.106, -0.141, -0.240], [0.286, 0.512, 0.005], [0.091, -0.012, 0.069], [-0.066, -0.110, -0.237], [0.062, 0.022, 0.143], [-0.052, 0.050, -0.013], [-0.028, 0.051, -0.010], [0.027, 0.051, -0.015], [0.056, 0.022, -0.021], [0.121, 0.036, -0.037], [-0.032, 0.055, -0.087], [0.008, 0.032, -0.045], [0.008, -0.026, -0.046], [-0.012, -0.050, -0.014], [-0.139, -0.110, 0.054], [0.057, 0.104, 0.090], [-0.063, -0.140, -0.248], [0.084, 0.071, 0.019], [0.109, -0.023, -0.010], [0.060, -0.023, 0.003], [0.032, -0.042, 0.029], [-0.021, -0.043, 0.038], [-0.047, -0.051, 0.037], [-2.804, -0.476, -1.485], [-3.498, -1.576, -7.065], [0.109, -0.391, 0.279], [0.157, -0.008, 0.147], [0.142, -0.113, 0.093], [-0.033, -0.057, 0.167], [0.117, 0.058, -0.233], [-0.009, -0.121, 0.063], [-0.022, -0.101, -0.009], [-0.023, -0.055, -0.019], [-0.056, -0.019, -0.016], [-0.049, 0.034, -0.011], [-0.042, 0.059, -0.012], [-0.052, 0.023, -0.071], [-0.036, -0.004, -0.046], [0.024, -0.023, -0.039], [0.063, -0.009, 0.009], [0.253, 0.233, 0.031], [0.303, 0.128, 0.163], [-1.297, -0.433, -0.311], [0.567, 0.029, 0.018], [-3.459, -0.288, -0.121], [-1.311, -1.911, 0.715], [3.924, 1.211, 1.508], [-6.934, 0.079, 0.028], [4.978, -0.438, 3.734], [7.484, -5.530, 8.864], [3.943, 0.287, 6.030], [0.365, 0.267, 0.196], [0.158, -0.234, -0.039], [-1.401, 1.445, 0.407], [8.965, 2.755, 0.002], [-0.080, 0.125, -0.006], [2.865, 1.866, 4.897], [-0.050, 0.168, 0.092], [0.149, 0.000, 0.061], [-0.062, -0.024, -0.009], [0.039, -0.049, 0.070], [-0.201, -0.467, -0.307], [0.031, -0.037, 0.037]],
  "charge": 1,
  "e_above_lowest_kcal_mol": 524.75,
  "gap_ev": [7.15, 6.62],
  "multiplicity": 5,
  "e_lumo_ev": [-2.20, -2.70]
}